Entry from the Open Molecules 2025 dataset: 2 unconnected molecules or ions with the total composition C2H6N2O3 (the ωB97M-V functional and the def2-TZVPD basis).

relative energy (zero: lowest compared OMol25 entry of this formula, charge and spin) = 23.4 kcal/mol
lowest unoccupied orbital energy = 0.0223 hartree
total energy = -11294.314 eV
SMILES = NC(=O)NC=O.O
max |F| = 2.0 eV/Å

Each line ends with the Löwdin charge.
CARTESIAN COORDINATES (ANGSTROEM)
O  -1.16  -0.52  -0.27  0.049
C  -0.56  -0.55  -1.32  -0.296
N  0.63  0.16  -1.43  0.099
C  1.45  0.64  -0.37  -0.579
N  1.83  -0.31  0.54  0.174
O  1.94  1.73  -0.53  0.077
H  -0.83  -1.14  -2.21  0.133
H  0.78  0.76  -2.22  0.137
H  1.37  -1.21  0.56  0.102
H  2.08  0.11  1.43  0.115
H  -2.21  -0.88  2.47  0.016
H  -3.32  -0.08  2.99  0.026
O  -3.16  -0.81  2.40  -0.053

=====

Entry from the Open Molecules 2025 dataset: 2 unconnected molecules or ions with the total composition C2H2FI3O (the ωB97M-V functional and the def2-TZVPD basis).

relative energy (zero: lowest compared OMol25 entry of this formula, charge and spin) = 58.8 kcal/mol
lowest unoccupied orbital energy (spin up / spin down) = -0.0130 / -0.1068 hartree
total energy = -31168.306 eV
spin multiplicity = 3
max |F| = 4.3 eV/Å

Each line ends with the Mulliken spin population.
CARTESIAN COORDINATES (ANGSTROEM)
C  0.71  1.32  -0.20  -0.001
C  1.32  0.42  -0.93  0.000
O  -1.28  -1.55  1.13  0.447
F  1.12  0.08  -2.19  0.000
I  -0.81  2.71  -0.78  0.002
I  -3.16  -1.09  0.79  1.562
I  2.72  -0.98  -0.09  0.000
H  0.80  1.58  0.88  0.001
H  -1.42  -2.49  1.37  -0.011

=====

Entry from the Open Molecules 2025 dataset: a single C6H13N molecule (the ωB97M-V functional and the def2-TZVPD basis).

relative energy (zero: lowest compared OMol25 entry of this formula, charge and spin) = 48.5 kcal/mol
lowest unoccupied orbital energy = 0.0379 hartree
total energy = -7920.731 eV
SMILES = CC/C=C/NCC
max |F| = 4.6 eV/Å

Each line ends with the Löwdin charge.
CARTESIAN COORDINATES (ANGSTROEM)
C  1.70  0.45  1.91  -0.099
C  1.26  -1.07  1.85  -0.262
C  0.51  -1.65  0.69  -0.102
C  0.00  -0.88  -0.33  -0.188
N  -0.85  -0.98  -1.43  -0.068
C  -1.75  0.19  -1.62  -0.280
C  -1.26  1.67  -1.61  -0.114
H  2.35  0.68  1.01  0.097
H  2.29  0.63  2.76  0.034
H  0.88  1.16  2.00  0.059
H  2.16  -1.66  2.11  0.097
H  0.64  -1.46  2.71  0.116
H  0.20  -2.69  0.69  0.097
H  0.42  0.15  -0.24  0.088
H  -0.19  -0.85  -2.18  0.099
H  -2.51  0.11  -0.87  0.091
H  -2.36  0.02  -2.53  0.112
H  -1.22  2.30  -0.58  0.114
H  -0.27  1.69  -2.09  0.059
H  -1.98  2.19  -2.24  0.049

=====

Entry from the Open Molecules 2025 dataset: 2 unconnected molecules or ions with the total composition C5H15N2O5 (the ωB97M-V functional and the def2-TZVPD basis).

lowest unoccupied orbital energy = -0.1196 hartree
total energy = -18633.378 eV
max |F| = 2.4 eV/Å
charge = +1

Each line ends with the Löwdin charge.
CARTESIAN COORDINATES (ANGSTROEM)
C  3.33  -1.48  -0.28  -0.064
O  2.73  -2.76  -0.07  -0.110
C  1.41  -2.83  -0.51  -0.131
N  0.47  -1.84  0.15  -0.062
O  -0.58  -2.59  0.74  0.071
C  -0.16  -0.85  -0.78  -0.056
C  -0.06  0.62  -0.23  -0.209
O  1.30  0.98  0.00  -0.057
H  4.42  -1.63  -0.18  0.114
H  3.13  -1.05  -1.28  0.104
H  3.04  -0.78  0.53  0.092
H  1.04  -3.83  -0.23  0.164
H  1.30  -2.78  -1.61  0.158
H  0.90  -1.30  0.92  0.191
H  -0.79  -2.20  1.59  0.149
H  -1.24  -1.04  -0.93  0.154
H  0.29  -0.84  -1.79  0.139
H  -0.44  1.29  -1.02  0.133
H  -0.69  0.76  0.67  0.113
H  1.76  0.70  -0.79  0.068
C  -3.06  3.97  0.51  0.058
N  -2.98  2.57  1.01  -0.445
O  -3.10  2.39  2.20  0.094
O  -2.80  1.69  0.19  0.021
H  -3.22  4.63  1.35  0.101
H  -2.11  4.19  0.02  0.102
H  -3.89  4.02  -0.19  0.107

=====

> What is the max |F| in the fourth record?

2.4 eV/Å

=====

> What is the max |F| in the second record?

4.3 eV/Å